The following is a quantum chemistry calculation of a single C4H7NO molecule in a non-equilibrium geometry, from OMol25.

Cartesian coordinates (Å):
O (1.936, 0.548, 0.590)
C (1.066, 0.221, -0.431)
C (0.308, -1.089, -0.181)
C (-1.005, -0.382, 0.020)
N (-0.768, 0.838, 0.826)
C (-0.674, 0.896, -0.619)
H (1.712, 0.097, 1.424)
H (1.560, 0.489, -1.348)
H (0.619, -1.675, 0.692)
H (0.366, -1.714, -1.078)
H (-1.966, -0.868, 0.121)
H (-1.615, 1.238, 1.193)
H (-1.525, 1.397, -1.158)

Properties
* calculated total energy: -286.4659 Ha
* HOMO level: -8.500 eV
* HOMO-LUMO gap: 9.59 eV
* structure (SMILES): O[C@H]1C[C@H]2N[C@@H]12

***

The following is a quantum chemistry calculation of 2 unconnected molecules or ions with the total composition C4H7NO in a non-equilibrium geometry, from OMol25.

Cartesian coordinates (Å):
C (-0.388, 0.447, 0.776)
C (0.627, 0.108, -1.355)
C (-0.012, -0.416, 1.938)
C (-0.089, 0.570, -2.370)
O (0.219, 1.522, 0.540)
N (-0.635, -1.499, 2.118)
H (-0.226, -2.102, 2.830)
H (-1.404, 0.254, 0.398)
H (0.139, -0.637, -0.596)
H (1.687, 0.234, -1.206)
H (0.846, -0.058, 2.510)
H (0.379, 1.210, -3.103)
H (-1.142, 0.367, -2.479)

Properties
* calculated total energy: -286.4893 Ha
* HOMO level: -9.555 eV
* HOMO-LUMO gap: 9.23 eV
* structure (SMILES): [H]/N=C/C=O.C=C

***

The following is a quantum chemistry calculation of 2 unconnected molecules or ions with the total composition C4H7NO in a non-equilibrium geometry, from OMol25.

Cartesian coordinates (Å):
C (-1.669, -0.491, 0.168)
C (-0.405, 0.090, -0.372)
C (0.451, 0.975, 0.380)
O (1.652, 1.187, -0.031)
C (2.118, -0.776, -0.330)
N (1.161, -1.452, -0.438)
H (-1.563, -1.579, 0.111)
H (-2.547, -0.208, -0.420)
H (-1.818, -0.217, 1.216)
H (-0.257, 0.108, -1.448)
H (0.208, 1.022, 1.459)
H (-0.424, 1.647, -0.132)
H (3.164, -0.546, -0.280)

Properties
* calculated total energy: -286.4652 Ha
* HOMO level: -9.339 eV
* HOMO-LUMO gap: 10.14 eV

***

The following is a quantum chemistry calculation of a single C4H7NO molecule in a non-equilibrium geometry, from OMol25.

Cartesian coordinates (Å):
C (0.752, 0.685, 1.577)
C (0.832, -0.085, 0.274)
O (-0.317, -0.921, 0.150)
C (-0.856, -0.959, -1.136)
C (-1.511, 0.325, -1.478)
N (-2.000, 1.348, -1.701)
H (0.620, 0.003, 2.421)
H (1.673, 1.257, 1.734)
H (-0.094, 1.380, 1.555)
H (1.729, -0.718, 0.237)
H (0.878, 0.618, -0.569)
H (-1.605, -1.754, -1.162)
H (-0.100, -1.179, -1.902)

Properties
* calculated total energy: -286.5740 Ha
* HOMO level: -10.732 eV
* HOMO-LUMO gap: 11.61 eV
* structure (SMILES): CCOCC#N

***

The following is a quantum chemistry calculation of 2 unconnected molecules or ions with the total composition C4H7NO2 in a non-equilibrium geometry, from OMol25.

Cartesian coordinates (Å):
O (3.379, 1.008, 1.041)
C (2.717, 0.270, 0.322)
C (2.112, -0.981, 0.634)
C (-2.707, 1.570, -0.762)
C (-2.693, 0.523, 0.135)
O (-2.112, -0.596, 0.045)
N (1.373, -1.604, -0.386)
H (2.529, 0.561, -0.733)
H (2.130, -1.381, 1.640)
H (-3.238, 2.485, -0.523)
H (-2.177, 1.503, -1.706)
H (-3.268, 0.758, 1.067)
H (0.366, -1.529, -0.246)
H (1.588, -2.587, -0.527)

Properties
* calculated total energy: -361.7843 Ha
* HOMO level (alpha / beta): -2.289 / -2.288 eV
* HOMO-LUMO gap (alpha / beta): 5.85 / 3.92 eV
* 2S+1: 2
* charge: -1

***

The following is a quantum chemistry calculation of 3 unconnected molecules or ions with the total composition C4H7NO2 in a non-equilibrium geometry, from OMol25.

Cartesian coordinates (Å):
C (-1.288, -0.510, 0.499)
C (0.085, -0.291, 0.784)
C (0.945, 0.682, 0.575)
C (2.494, -1.231, 0.085)
N (3.228, -0.528, 0.576)
O (1.762, 1.497, 0.477)
O (-1.433, 1.396, -1.581)
H (-1.816, -0.124, -0.384)
H (-2.051, 0.263, 1.137)
H (0.472, -0.890, 1.589)
H (1.633, -1.735, -0.328)
H (-1.626, -1.440, 0.818)
H (-0.803, 0.754, -2.041)
H (-1.601, 2.158, -2.205)

Properties
* calculated total energy: -361.7186 Ha
* HOMO level: -8.435 eV
* HOMO-LUMO gap: 8.77 eV
* structure (SMILES): CC=C=O.C#N.O

***

The following is a quantum chemistry calculation of a single C4H7NO2 molecule in a non-equilibrium geometry, from OMol25.

Cartesian coordinates (Å):
C (-2.015, 0.616, -0.193)
N (0.101, -0.329, 0.683)
C (-1.174, -0.595, -0.019)
C (1.233, 0.215, -0.191)
C (2.422, -0.376, -0.249)
O (0.278, 0.871, 1.337)
O (-1.381, -1.721, -0.376)
H (0.406, -1.170, 1.192)
H (0.893, 0.966, -0.886)
H (-3.037, 0.323, -0.415)
H (-1.939, 1.219, 0.716)
H (-1.626, 1.227, -1.009)
H (3.113, -0.099, -1.029)
H (2.727, -1.149, 0.440)

Properties
* calculated total energy: -361.6974 Ha
* HOMO level: -8.208 eV
* HOMO-LUMO gap: 8.79 eV
* structure (SMILES): C=C[N@@H+]([O-])C(C)=O

***

The following is a quantum chemistry calculation of a single C4H7NO2 molecule in a non-equilibrium geometry, from OMol25.

Cartesian coordinates (Å):
C (0.200, -1.634, 0.090)
C (-1.034, -0.781, 0.020)
C (-0.772, 0.620, -0.398)
C (1.395, 0.324, 0.543)
N (1.344, -1.073, 0.258)
O (-1.357, 1.699, 0.312)
O (2.149, 1.109, -0.244)
H (0.127, -2.730, 0.096)
H (-1.844, -1.191, -0.580)
H (-1.296, -0.653, 1.065)
H (-0.684, 0.969, -1.392)
H (1.289, 0.503, 1.647)
H (-1.847, 2.211, -0.347)
H (2.331, 0.627, -1.070)

Properties
* calculated total energy: -361.7093 Ha
* HOMO level (alpha / beta): -6.723 / -6.703 eV
* HOMO-LUMO gap (alpha / beta): 7.62 / 7.60 eV